# 1
77
Properties=species:S:1:pos:R:3 method="wB97M-V/def2-TZVPD" orbital_gap_ev=6.92 homo_energy_ev=-8.01 relative_energy_ev=9.695 max_force_ev_per_a=7.4 energy_ev=-83678.2491 lumo_ev=-1.1
I 1.59966 1.83878 3.30597
S 2.61388 0.02170 -0.36114
S 3.19228 -0.54195 2.10294
P 0.37217 -1.81106 3.55646
F 2.30528 -2.24588 -3.79224
O 1.64572 1.00221 0.59919
O 1.69280 -2.88578 3.74266
O 0.51668 -0.76527 4.98588
O 1.59666 -0.79929 -1.31116
O 3.42599 1.02230 -1.27472
O -0.92916 -2.62735 3.96573
O 0.26614 1.79620 -1.98648
C 1.96892 -3.01235 -2.56026
C -2.28800 -3.12147 -0.08038
C 1.87097 -4.60202 -3.08802
C -1.35177 1.50372 1.38675
C -3.58988 0.26000 3.22961
C 2.91971 5.71006 -1.99342
C -1.12361 0.04805 2.18148
C 0.38257 -1.41531 -0.89335
C 0.14907 0.17724 -3.98365
C -0.14673 5.59668 -0.71968
C 1.32264 -4.48729 0.98732
C 1.43640 -3.03770 0.70183
C 1.95752 4.41719 -2.34728
C 0.17059 -1.92780 0.64526
C 2.41011 6.95326 -1.01032
C 0.87436 6.87712 -0.39309
C 0.44637 -2.70518 -1.97532
C -0.89348 -0.53226 -1.51858
C -0.50707 0.67367 -2.52574
C -1.08477 -3.02776 0.80522
C -0.48917 3.06354 -2.08721
C -4.92550 0.88377 2.46286
C -2.60896 -0.58334 2.16138
C 1.48505 0.19678 1.85625
C 0.21062 -0.82058 1.87742
C 0.42378 4.37690 -1.68894
H -5.68739 1.17826 3.33307
H 1.31744 0.15268 -3.88603
H -2.50633 1.68442 1.12387
H 1.36388 -0.96876 5.48012
H -3.03801 1.15402 3.74288
H -3.10760 -0.42411 1.08903
H -1.25074 5.57309 -0.26824
H 0.98287 -4.70641 -3.87807
H 0.02039 -3.69839 -1.58025
H 2.31087 3.54521 -3.04747
H -1.03238 0.41904 3.32213
H -4.67368 1.89875 1.90947
H 4.07127 0.58711 2.09885
H -1.17977 -3.78842 1.71718
H -4.01520 -0.48791 4.05637
H -1.55985 -0.26869 -0.59577
H 3.10103 7.87952 -0.76268
H -1.64811 -1.22355 -2.14357
H 2.09950 -4.93947 1.77312
H 2.54914 -2.72966 0.39133
H 2.84130 -4.95477 -3.63876
H -0.14207 -2.46299 -2.98597
H 0.53996 7.76297 0.29607
H 1.60329 -5.34617 -2.21530
H -3.31364 -2.69326 0.29364
H -0.88657 3.25585 -3.18837
H -1.10257 2.43605 2.09020
H -1.47270 2.95809 -1.41958
H -2.27495 -3.59281 -1.16266
H -5.47741 0.09892 1.78165
H -0.33469 -0.80769 -4.38860
H 2.80679 -3.03695 -1.74908
H -0.83332 1.55215 0.34324
H -1.54942 1.15737 -2.86156
H 2.46113 -2.43694 4.23072
H -0.10854 1.02076 -4.78837
H 0.57386 -5.25118 0.51477
H -2.77315 -1.68428 2.46161
H 4.00754 5.71864 -2.45221


# 2
72
Properties=species:S:1:pos:R:3 method="wB97M-V/def2-TZVPD" orbital_gap_ev="6.24 / 6.29" homo_energy_ev="-8.65 / -8.90" multiplicity=4 max_force_ev_per_a=1.7 energy_ev=-62219.6572 s2=3.763 lumo_ev="-2.4 / -2.6" charge=+1
V 0.07431 0.15098 -0.40816
N 0.88069 -0.06723 -2.33568
N 1.92517 0.70719 0.37218
N -2.11511 0.36832 -1.14774
N -1.17094 1.20503 1.39175
N 2.85689 1.12683 -1.76855
N -0.17294 2.43210 -0.80332
C 3.06959 -2.30831 2.34847
C 2.05028 0.78652 1.71993
C -2.62397 1.29168 1.11581
C 2.56609 0.31732 -3.98869
C 4.02490 1.83809 0.18705
C 4.10430 1.95053 1.54899
C -0.52749 -2.07169 1.36672
C 1.82404 -0.33571 -4.93185
C -2.14212 1.53030 -2.06245
C -3.09147 0.43111 -0.04268
C 1.72700 -2.23245 1.68032
C -1.47350 2.74932 -1.44679
C 0.26474 -1.99836 3.81927
C 0.46011 -2.07716 2.33311
C -0.58018 2.52126 1.69046
C -1.99159 -2.29125 1.63589
C 2.57176 -2.48070 -0.71165
C -0.53347 -3.00065 -1.02789
C 0.17809 -0.72965 -3.28637
C 0.09332 -2.13111 0.05223
C 2.06305 0.43267 -2.68376
C 3.09689 1.40795 2.34662
C 1.50351 -2.28376 0.32463
C 0.58924 -0.88692 -4.57886
C 2.90971 1.19969 -0.36844
C 0.05805 3.19151 0.44506
H -4.05719 0.80092 -0.40198
H 3.69958 1.47588 -2.19349
H 0.18826 2.39035 2.44811
H 2.98256 -2.56177 3.40729
H 3.70400 -3.07762 1.90115
H 0.64171 -2.88520 4.33669
H -2.85830 2.33848 0.93300
H -3.19553 1.01540 2.00443
H -2.34636 -0.46022 -1.68505
H 1.13632 3.25836 0.58402
H -0.74412 -1.17052 -2.93723
H -1.34399 3.51111 -2.21844
H -3.23957 -0.58821 0.29441
H 2.97319 -3.49894 -0.70851
H 1.27030 0.29075 2.28229
H -1.61540 1.24346 -2.97250
H -0.78903 -1.90155 4.08984
H 2.20496 -2.30274 -1.72536
H -2.11769 3.20485 -0.69813
H 3.43344 -1.81793 -0.55705
H -1.32948 3.18126 2.13097
H -3.16652 1.78506 -2.35084
H 2.20622 -0.43898 -5.94000
H -2.55964 -2.40422 0.71050
H -1.00953 0.55427 2.15305
H -1.54208 -2.68357 -1.33153
H 0.06756 -3.02591 -1.94088
H 0.78682 -1.14759 4.27717
H 3.53824 0.72948 -4.22675
H 4.95820 2.44368 1.99674
H -2.48203 -1.50191 2.22101
H -0.63507 -4.04263 -0.70419
H 3.13417 1.44218 3.42608
H 3.64316 -1.37352 2.30029
H -0.30947 4.21466 0.33829
H -0.02598 -1.43495 -5.27714
H -2.15582 -3.21561 2.19670
H 0.57169 2.66599 -1.44998
H 4.80425 2.22726 -0.45558


# 3
80
Properties=species:S:1:pos:R:3 method="wB97M-V/def2-TZVPD" orbital_gap_ev=5.02 homo_energy_ev=-0.69 relative_energy_ev=0.929 max_force_ev_per_a=0.4 energy_ev=-134127.4644 lumo_ev=4.3 charge=-2
Ag 0.36010 -0.05259 0.26313
As 1.15029 1.69327 -1.63005
S -0.40014 1.70785 2.33277
Si 3.03156 2.57473 -0.61996
Si -0.22472 3.53408 -1.40731
O 1.94805 -1.05660 2.43950
O 1.02385 -1.70689 -2.61827
O 3.89824 -2.06981 0.87242
N -2.83678 2.68400 2.63945
N 3.22995 -1.84553 -3.06409
N -2.16776 -0.36593 1.13298
N -0.76383 -2.45718 0.13743
N -2.85323 0.62856 1.72506
N 2.44348 -1.67186 -0.82826
C -2.02170 2.94717 -1.39164
C 1.31200 -2.15324 3.05071
C -0.06570 4.70227 -2.90227
C -2.79182 -3.61060 -0.37295
C -2.08505 1.60747 2.19676
C 3.58977 4.23211 -1.37445
C -4.60318 -2.66572 2.15143
C -0.04001 4.67717 0.09076
C 3.66060 -2.00904 -0.35466
C -6.92424 -2.07171 1.94835
C 4.73483 -2.29173 -1.31070
C -5.93295 -2.87284 2.49513
C -0.08949 -3.42479 -0.46904
C 0.26935 -1.63741 4.02151
C -0.69735 -4.53229 -1.04640
C 2.91486 -1.71492 -4.46803
C 4.49669 1.40958 -0.87914
C -2.81675 -1.45081 0.88944
C 2.93627 2.84410 1.24599
C 2.15460 -1.73522 -2.14642
C -2.09726 -2.54153 0.20083
C -5.24706 -0.84905 0.72701
C -6.57545 -1.05860 1.06278
C -2.07743 -4.61481 -1.00262
C 4.47856 -2.14774 -2.61939
C -4.24484 -1.65587 1.26308
H -2.59893 -5.44832 -1.46091
H -0.79485 5.51857 -2.84254
H 0.82103 -2.78448 2.29981
H 3.68890 4.14045 -2.45875
H -4.96464 -0.04594 0.05953
H 2.63325 -1.40545 1.82267
H -0.09594 -5.28927 -1.53248
H 0.93709 5.13563 -2.94213
H 0.91504 5.20811 0.09546
H 2.04737 -2.78134 3.57808
H 0.98347 -3.27908 -0.49106
H 3.90491 3.18561 1.63174
H 0.73438 -1.01312 4.78748
H -2.25808 2.52231 -0.41345
H 4.61624 1.13523 -1.92983
H -3.82554 -3.29037 2.57546
H 2.87478 5.03278 -1.17071
H -3.80150 2.45624 2.82676
H -3.87209 -3.64161 -0.32654
H 2.68066 1.90292 1.73964
H 2.17441 3.57418 1.52097
H 2.39626 -0.77218 -4.64148
H 5.42335 1.88162 -0.53359
H -0.12827 4.10246 1.01377
H -0.22691 4.15535 -3.83412
H 4.56040 4.52883 -0.96028
H 5.72215 -2.52422 -0.94121
H -0.45435 -1.02054 3.48797
H -2.36898 3.27715 3.30277
H -0.84202 5.42506 0.06543
H -6.19227 -3.66046 3.19328
H 5.23615 -2.26403 -3.38700
H -2.71306 3.77470 -1.58723
H 3.84360 -1.73546 -5.04039
H 4.35188 0.49424 -0.30401
H -7.34372 -0.42366 0.63724
H -7.96328 -2.23064 2.21273
H -0.25012 -2.46816 4.50915
H 2.25845 -2.52133 -4.80129
H -2.18553 2.17019 -2.14177


# 4
76
Properties=species:S:1:pos:R:3 method="wB97M-V/def2-TZVPD" orbital_gap_ev=5.22 homo_energy_ev=-0.90 relative_energy_ev=1.421 max_force_ev_per_a=0.3 energy_ev=-54921.0795 lumo_ev=4.3 charge=-2
Bi -0.33656 0.85926 0.10923
Si -3.39718 -1.43714 -0.63708
O 1.05942 1.44814 5.05399
O -0.81692 1.75775 -1.56235
O -5.81298 3.65487 -1.65306
N -1.86563 -1.94349 -0.19629
N -3.43232 4.04932 -0.19893
N 3.01367 1.95455 4.06840
N 1.63927 0.41477 -0.02234
N -1.40435 4.30810 1.23286
C -1.22927 -3.10070 0.03043
C 2.39168 1.67051 2.77026
C 4.28229 2.49910 -1.57808
C 2.00883 3.25239 -0.86372
C -3.45026 3.13519 -1.36094
C -4.09163 -0.26895 0.68594
C -2.33742 4.12446 0.57327
C 0.24258 -5.52285 0.53377
C -3.36356 -0.48012 -2.26238
C 3.50306 -1.55564 -0.49237
C 0.85075 -4.26871 0.62593
C 2.22971 1.78434 5.15976
C 5.27937 1.55147 -1.77992
C 3.78692 -0.13244 -0.87716
C 0.15242 -3.10336 0.38830
C 4.40052 2.36991 4.12339
C 2.83100 2.00800 6.53653
C -4.72287 4.05650 0.48852
C -4.78386 -2.72980 -0.87391
C -4.53755 3.60812 -2.29563
C 5.00250 0.23189 -1.42361
C 2.74816 0.83282 -0.65342
C -1.81878 -4.39699 -0.06606
C -1.10331 -5.55621 0.18228
C 3.04068 2.17997 -1.04364
C -5.77766 4.48917 -0.51573
H -1.61259 -6.51314 0.09458
H 4.51912 3.37102 4.54878
H 4.46699 3.53500 -1.85468
H 5.02059 1.67479 4.69631
H -4.29510 4.60616 -2.68738
H 4.78674 2.39337 3.10770
H -3.37770 0.52897 0.91323
H -3.66207 2.11441 -1.03250
H 1.69308 3.33732 0.18425
H 2.74231 1.07402 7.09113
H 1.90410 -4.19798 0.88314
H 5.75654 -0.53796 -1.57380
H 3.13292 1.75356 1.97943
H -6.76790 4.44598 -0.05989
H -2.59354 0.29854 -2.25242
H -4.54704 -3.42241 -1.68556
H 2.40969 4.22321 -1.16884
H 1.57504 2.36578 2.57630
H -4.24354 -0.82943 1.61326
H -5.57162 5.52700 -0.81868
H 0.79887 -6.43403 0.72048
H 3.86921 2.32984 6.54328
H -3.11756 -1.17400 -3.07335
H 1.98503 0.66304 2.74237
H -4.33615 -0.02434 -2.49007
H 2.64515 -1.95169 -1.04274
H -5.04258 0.18748 0.39064
H -4.68781 4.76756 1.31501
H 2.22101 2.75263 7.04711
H -4.95917 3.06018 0.87962
H -2.86469 -4.47143 -0.33890
H -4.94377 -3.31796 0.03483
H -2.46614 3.09262 -1.82404
H -5.72495 -2.22648 -1.12140
H 1.09700 3.04183 -1.43228
H 4.37177 -2.19286 -0.68157
H 6.23699 1.82869 -2.20585
H 3.22631 -1.62483 0.56328
H 0.66163 -2.14678 0.44789
H -4.63772 2.90805 -3.12515


# 5
80
Properties=species:S:1:pos:R:3 method="wB97M-V/def2-TZVPD" smiles="CCCOC[C@@H]1OC(=O)O[C@@H]1[C@@H](Cl)[C@H](C)Cl.CC#N.CC#N.CC#N.CC#N.CC#N.CC#N.CC#N.CC#N" orbital_gap_ev=10.23 homo_energy_ev=-9.87 relative_energy_ev=0.000 max_force_ev_per_a=7.6 energy_ev=-72762.5702 lumo_ev=0.4
Cl 2.39490 0.58332 0.99136
Cl 0.92105 0.15261 -1.67250
O -0.15343 -1.43301 4.33394
O 1.52259 -0.62461 3.27700
O 1.48378 -0.54698 5.43772
O -2.32029 0.81538 2.64925
N 2.07382 4.81196 -3.43159
N 5.54061 0.92379 -3.66971
N 0.41745 -5.01023 -0.97591
N 0.48864 2.02462 -7.32988
N -0.68073 -1.42222 -5.26636
N -4.64309 -2.28747 2.87778
N -0.30464 -4.18783 9.30697
N -1.70435 3.16006 0.18782
C 6.34597 1.28433 -4.36121
C -1.73163 4.26393 0.01314
C -3.28359 -3.80654 4.44438
C -3.58135 1.00322 3.24491
C 0.87357 1.00746 -7.60241
C 0.68910 0.02822 1.07423
C 2.42117 3.75943 -3.58952
C -1.21425 -0.48191 -4.96774
C 0.96729 -5.24223 -3.47398
C -0.73703 -0.89536 3.08743
C 0.99117 -0.85073 4.46918
C 0.97181 -2.06058 -0.27524
C 0.34773 -0.72353 -0.20134
C -4.20648 2.20838 2.64005
C -3.30687 3.38566 2.88301
C -4.04852 -2.95021 3.55923
C 0.52224 -0.91617 2.27157
C -1.91530 0.73332 -4.59626
C -1.75702 5.68815 -0.19748
C 0.93141 -2.24045 8.17220
C 0.23644 -3.33815 8.81506
C 1.36347 -0.31283 -7.93518
C -1.35306 0.38295 3.53367
C 7.38421 1.75392 -5.25506
C 2.88233 2.41072 -3.82949
C 0.66283 -5.12172 -2.06369
H -2.41863 3.30245 2.32664
H 2.13822 1.86047 -4.40249
H 1.07747 -2.38948 -1.26376
H -0.60712 1.14351 3.64085
H 3.80413 2.44548 -4.38851
H -3.50369 -3.55549 5.47835
H 0.63306 -0.83352 -8.54782
H 0.68029 -4.32831 -3.98996
H -0.69947 -0.76185 -0.29060
H 3.05925 1.89696 -2.88969
H -3.85526 4.27203 2.65493
H 2.30035 -0.23871 -8.48146
H -0.80669 6.11928 0.10135
H -1.43253 -1.64066 2.79727
H -3.54508 -4.84566 4.26520
H 1.90732 -2.09698 0.22259
H 7.52144 2.82429 -5.12735
H -4.37418 2.06559 1.60508
H -4.23452 0.17933 3.07063
H -2.22000 -3.66990 4.26428
H -5.10492 2.43127 3.15382
H -2.55644 6.12978 0.39354
H 0.71638 -1.93823 2.04974
H -1.92802 5.89694 -1.24603
H -2.11648 0.72949 -3.52802
H -3.52863 1.19065 4.29799
H 2.03294 -5.40899 -3.60552
H -2.85429 0.79292 -5.13969
H -1.30572 1.59955 -4.84125
H -3.07661 3.40478 3.92163
H 7.10248 1.54978 -6.28446
H 0.11112 0.91872 1.12699
H 1.52222 -0.87568 -7.01906
H 0.89207 -2.35639 7.09498
H 0.46298 -1.29847 8.44158
H 0.41869 -6.07934 -3.89674
H 0.33206 -2.75540 0.21325
H -1.72612 0.20857 4.50872
H 1.97034 -2.22487 8.48935
H 8.31747 1.24454 -5.03179


# 6
101
Properties=species:S:1:pos:R:3 method="wB97M-V/def2-TZVPD" orbital_gap_ev=6.85 homo_energy_ev=-13.72 relative_energy_ev=4.759 max_force_ev_per_a=3.1 energy_ev=-251822.5693 lumo_ev=-6.9 charge=+2
Sn 0.63398 0.65673 -1.94310
Ge -1.40041 -1.12451 0.00496
Ge -1.21664 3.03819 1.03818
S 1.72549 3.19518 -0.25933
S 1.38558 3.56534 -2.96508
S 0.47427 -0.45317 -4.86343
S 0.60604 -2.11112 -2.91248
F 0.89573 -4.60701 -2.37888
F -1.07304 -4.08731 -3.08825
F -1.43210 1.28264 -4.61479
F 0.14100 5.40802 -1.72923
F 0.43183 5.25571 0.96170
F -0.73680 1.14730 -6.65267
F 0.53895 -4.35888 -4.49188
F 1.63653 6.24190 -3.04841
F 2.32947 4.74694 1.80705
F -0.23480 5.52739 -3.84452
F -1.95868 -0.41644 -5.79887
F 2.24792 5.78139 -0.07544
O 0.20191 -2.12188 -1.51424
O 0.33330 2.63678 -0.25849
O 1.98534 -1.89397 -3.08280
O 2.74468 1.03829 -1.83513
O 4.77724 0.84066 -0.94363
O 2.52285 2.38729 0.58431
O 0.98952 -1.40569 -5.75907
O 0.15139 2.84794 -2.70764
O 1.30645 0.53285 -4.25153
O 2.10514 3.31580 -4.13269
N 1.97300 -5.80175 0.54698
N 2.36337 -5.62059 2.81490
N 3.44430 -4.21373 1.35192
N 2.20227 3.61930 -1.62536
N 1.78872 -0.31468 0.33534
N -0.33147 -1.16706 -3.66524
C -0.98595 0.45584 -5.56494
C -0.60295 4.09476 3.80448
C 4.78929 -2.52600 0.20670
C 2.61517 -5.22535 1.55968
C -0.58549 -2.73179 1.08265
C 3.64002 0.48811 -1.06066
C -0.38349 -2.42952 2.56357
C -3.65688 -0.21957 3.45491
C 1.67859 4.85348 0.65959
C -0.20809 3.00174 2.81631
C -4.77339 -2.54934 2.45261
C -3.26758 -0.67550 2.19127
C -3.83243 -1.85961 1.71188
C -2.63406 -0.91525 -1.62248
C 4.08639 -1.27569 0.74308
C 0.71464 5.30952 -2.95269
C 0.22423 -3.89612 -3.30922
C -2.88621 0.56168 -1.91323
C -2.37077 1.45099 1.39003
C -4.60930 -0.90233 4.18846
C 3.06885 -0.73032 -0.26179
C -5.17291 -2.06619 3.68940
C -2.32833 0.12126 1.38145
C -3.33801 5.12331 1.00658
C -2.33234 4.43852 0.08629
C 3.87043 -3.73488 0.03764
H 4.84580 -0.50406 0.89457
H -0.43344 5.08445 3.38914
H -3.57273 -1.43184 -1.40221
H 0.85735 3.03948 2.59072
H 1.97598 0.50149 0.91798
H 1.33750 -6.56435 0.71098
H 4.40720 -4.53435 -0.48548
H -3.45383 1.02319 -1.10030
H 5.22282 -2.28973 -0.76423
H -0.42311 2.02007 3.25199
H -2.14622 -1.40785 -2.45686
H 0.00424 3.99413 4.70141
H 0.21603 -3.21406 3.02419
H 2.92415 -5.27864 3.57879
H -3.97936 4.40140 1.50851
H -4.92012 -0.51767 5.14853
H -3.54808 -2.22695 0.72918
H 0.11878 -1.47472 2.71465
H -5.91050 -2.60100 4.26474
H -1.65261 4.00909 4.08032
H -2.83741 5.73244 1.75599
H -2.84470 3.91570 -0.72546
H -1.33398 -2.38630 3.08909
H 5.61171 -2.80144 0.86888
H 1.82263 -6.45019 2.99847
H -3.21582 0.67717 3.86178
H 1.44963 -1.06734 0.93064
H -1.66067 5.17255 -0.34440
H 2.09411 -5.49619 -0.40552
H 2.99132 -3.47278 -0.56083
H -1.24230 -3.58954 0.94295
H -3.15607 1.88430 2.01692
H 2.84084 -1.46489 -1.04313
H 0.35116 -2.95312 0.57880
H 3.60388 -1.48055 1.70284
H -3.48592 0.63833 -2.82048
H -3.96723 5.77711 0.40606
H 3.97853 -3.85583 2.13403
H -5.20813 -3.45188 2.05393
H -1.93323 1.11477 -2.08186